Here is a structure of composition C19H30Br14F3NOP in a non-equilibrium geometry from OMol25. Energies are from ωB97M-V/def2-TZVPD.

Each line ends with the natural charge from an NBO analysis.
Positions of all 69 atoms, in Å:
C 1.074 -2.998 0.871  -0.955
P 0.835 -1.654 2.088  0.825
C 2.530 -1.105 2.468  -0.959
C -0.044 -0.270 1.164  -0.276
C -1.462 -0.830 1.043  -0.419
C -2.443 -0.053 0.164  -0.490
C -3.188 1.120 0.776  0.269
F -2.446 2.260 0.674  -0.342
Br -3.665 0.823 2.624  0.053
C -4.520 1.442 0.019  0.600
F -5.474 0.533 0.328  -0.326
F -4.965 2.664 0.385  -0.318
Br -4.347 1.469 -1.910  0.030
C 0.609 -0.079 -0.234  -0.438
C 0.937 1.349 -0.735  0.093
C 0.145 1.623 -2.031  -0.602
C 2.413 1.424 -1.132  -0.614
N 0.552 2.414 0.206  0.026
O 0.835 3.598 -0.207  -0.401
C 0.752 2.196 1.653  0.112
C 2.220 2.225 2.039  -0.623
C 0.087 3.381 2.387  -0.598
C 0.003 0.947 2.111  -0.440
H 1.723 -2.706 0.050  0.209
H 1.540 -3.832 1.374  0.242
H 0.114 -3.296 0.481  0.230
H 3.115 -0.782 1.614  0.211
H 3.049 -1.949 2.902  0.243
H 2.478 -0.334 3.218  0.238
H -1.345 -1.792 0.556  0.209
H -1.850 -1.042 2.031  0.245
H -1.927 0.330 -0.705  0.247
H -3.181 -0.752 -0.202  0.242
H -0.064 -0.529 -0.949  0.216
H 1.512 -0.663 -0.306  0.211
H 0.665 2.379 -2.599  0.224
H 0.134 0.736 -2.648  0.203
H -0.858 1.972 -1.820  0.217
H 2.783 2.440 -1.101  0.235
H 3.037 0.797 -0.508  0.194
H 2.519 1.047 -2.140  0.215
H 2.615 3.216 1.891  0.226
H 2.824 1.487 1.535  0.208
H 2.268 2.031 3.103  0.209
H -0.794 3.679 1.839  0.233
H 0.770 4.205 2.513  0.215
H -0.229 3.026 3.358  0.202
H 0.412 0.638 3.064  0.218
H -1.009 1.255 2.317  0.230
C 6.682 -0.306 -3.079  -0.500
Br 7.498 1.320 -3.693  0.102
Br 6.317 -0.250 -1.192  0.092
Br 5.096 -0.722 -4.089  0.093
H 7.387 -1.105 -3.246  0.226
C 0.655 -3.227 -4.052  -0.503
Br 2.430 -2.490 -3.954  0.092
Br -0.672 -1.834 -4.119  0.083
Br 0.471 -4.446 -5.526  0.098
H 0.486 -3.788 -3.146  0.225
C -1.255 -2.547 5.709  -0.493
Br 0.586 -1.990 5.747  0.097
Br -2.434 -1.086 5.280  0.086
Br -1.543 -4.056 4.554  0.094
H -1.505 -2.870 6.707  0.224
C -6.186 -0.884 -5.216  -0.503
Br -7.206 -2.513 -5.280  0.095
Br -7.029 0.441 -4.109  0.101
Br -4.362 -1.203 -4.698  0.084
H -6.155 -0.483 -6.218  0.225

Summary:
Frontier orbital gap (spin up / spin down) (eV): 7.68 / 7.69
Net charge: 0
Highest occupied orbital energy (spin up / spin down) (Ha): -0.29531 / -0.29551
2S+1: 2
Calculated total energy (Eh): -37548.99078